[1]
ORCA calculation (ωB97M-V/def2-TZVPD) on 3 unconnected molecules or ions with the total composition C29H42O13.

```
84
C29H42O13 | the Open Molecules 2025 dataset | ωB97M-V/def2-TZVPD
C 4.81302 -1.99417 -1.82646
C 4.79657 -1.47989 -0.38740
O 5.07217 -2.23004 0.52336
O 4.42726 -0.18410 -0.15530
C 5.37598 0.77219 -0.67133
C 4.66905 1.93881 -1.37515
C 3.61916 1.47071 -2.39509
C 2.92244 2.67990 -3.09606
C 1.41063 2.69034 -2.81247
C 1.15620 2.99006 -1.31037
C 0.62721 4.39566 -1.00359
C -0.75422 4.72146 -1.60335
C -1.92410 3.96217 -0.99378
C -3.16866 4.24506 -1.35202
C -4.33055 3.46431 -0.79028
O -5.40674 3.96496 -0.53361
C -4.01856 2.00877 -0.53946
C -4.93523 1.00225 -0.68506
C -4.53319 -0.29455 -0.47210
O -5.47740 -1.28251 -0.66284
C -5.29470 -1.90369 -1.94139
C -6.09235 -1.24610 -3.08592
C -7.49884 -0.78831 -2.65939
O -5.35279 -0.24696 -3.77576
C -3.23671 -0.58172 -0.11497
O -2.91308 -1.89533 0.03968
C -2.31322 0.42950 0.07605
C -2.72736 1.71019 -0.14257
C -1.75481 2.85682 0.02797
O -0.94617 2.88516 0.93084
H 4.18943 -2.88211 -1.92475
H 5.83363 -2.20879 -2.14835
H 4.40564 -1.21340 -2.47622
H 5.90138 1.18525 0.19858
H 6.13190 0.29108 -1.30393
H 4.21032 2.54287 -0.58446
H 5.45440 2.51986 -1.87101
H 2.88792 0.80820 -1.92257
H 4.16549 0.88512 -3.14448
H 3.35536 3.58397 -2.65173
H 3.13706 2.58791 -4.16370
H 1.05111 1.66864 -3.00114
H 0.83964 3.32581 -3.49625
H 2.11774 2.89960 -0.79152
H 0.53335 2.18754 -0.90772
H 1.34327 5.10545 -1.44408
H 0.61784 4.59735 0.06992
H -0.88967 5.80552 -1.52053
H -0.73198 4.51593 -2.68032
H -3.42059 5.02290 -2.06996
H -5.95013 1.26119 -0.96797
H -4.24349 -1.90848 -2.24612
H -5.63260 -2.94444 -1.88938
H -6.24876 -2.04321 -3.82371
H -7.86923 0.02344 -3.29257
H -7.55827 -0.48897 -1.61146
H -8.18189 -1.62862 -2.82429
H -5.53027 0.61630 -3.39018
H -1.96577 -1.91772 0.22475
H -1.30378 0.17501 0.38794
C -1.00907 -1.78407 5.67763
O 0.19372 -1.05173 5.44325
C 0.41865 -0.76732 4.16191
O -0.28974 -1.07051 3.23734
O 1.56125 -0.08951 4.08043
C 1.93029 0.28348 2.75092
H -1.07650 -1.95131 6.74928
H -1.87732 -1.21199 5.35396
H -0.97718 -2.74747 5.17104
H 1.17746 0.93862 2.31193
H 2.07817 -0.60004 2.13114
H 2.87029 0.82413 2.82063
C 0.84463 -6.33212 3.60567
O 1.38222 -5.01218 3.67053
C 2.67708 -4.93285 3.34752
O 3.37758 -5.85521 3.02329
O 3.04966 -3.66120 3.44758
C 4.42646 -3.41948 3.12719
H -0.20302 -6.26408 3.88741
H 0.91290 -6.72663 2.59292
H 1.35629 -6.99125 4.30540
H 4.63528 -3.69561 2.10241
H 5.07943 -3.96125 3.81140
H 4.60142 -2.35456 3.24427
```

Computed properties:
**Relative energy (zero: lowest compared OMol25 entry of this formula, charge and spin)**: 0.0 kJ/mol
**SMILES string**: CC(=O)OCCCCCCCCC1=CC(=O)c2cc(OC[C@@H](C)O)c(O)cc2C1=O.COC(=O)OC.COC(=O)OC
**Molar mass**: 598.6 g/mol
**HOMO-LUMO gap**: 8.359 eV

=====

[2]
ORCA calculation (ωB97M-V/def2-TZVPD) on C5H8O2 in the gas phase.

```
15
C5H8O2 | the Open Molecules 2025 dataset | ωB97M-V/def2-TZVPD
O 2.23104 1.25649 0.15463
C 1.48501 0.38550 -0.20710
C 0.88106 -1.03955 -1.29789
C -0.06800 -1.27629 -0.13317
C 0.30703 0.07019 0.63834
C -0.72850 1.17271 0.45149
O -1.86001 0.71276 1.15270
H 0.38790 -0.77479 -2.24336
H 1.62059 -1.81604 -1.50730
H 0.18643 -2.16537 0.45249
H -1.13533 -1.28010 -0.36288
H 0.57928 -0.02334 1.69832
H -0.38071 2.15604 0.81723
H -0.92178 1.29198 -0.63125
H -2.58401 1.32979 1.01774
```

Computed properties:
**Relative energy (zero: lowest compared OMol25 entry of this formula, charge and spin)**: 246.2 kJ/mol
**SMILES string**: O=C1CC[C@@H]1CO
**Molar mass**: 100.1 g/mol
**HOMO-LUMO gap**: 9.896 eV

=====

[3]
ORCA calculation (ωB97M-V/def2-TZVPD) on a molecular structure, C33H29Cl3IIrN3OSSbSi.

```
74
C33H29Cl3IIrN3OSSbSi | the Open Molecules 2025 dataset | ωB97M-V/def2-TZVPD
Ir -0.29863 -0.39240 -1.05531
C -1.71590 -1.19671 3.21354
C -1.56475 -0.60365 1.86202
N -0.35202 -0.73464 1.11245
N 0.68561 -1.19019 1.75819
C 1.79927 -1.07133 0.98068
O 1.75477 -0.45873 -0.12350
C 3.05353 -1.65187 1.46837
C 3.11550 -2.28768 2.70989
C 4.31108 -2.82987 3.14609
C 5.44461 -2.75018 2.34430
C 5.38271 -2.12948 1.10305
C 4.18922 -1.58141 0.66289
C -2.55419 0.08734 1.18026
C -3.84790 0.33758 1.70007
C -4.76958 0.99650 0.92938
C -4.41102 1.43807 -0.34777
C -3.13316 1.16766 -0.80586
N -2.23557 0.50228 -0.08961
H -0.75347 -1.52714 3.59291
H -2.38320 -2.06420 3.17734
H -2.14971 -0.47632 3.90956
H 2.22707 -2.34310 3.32364
H 4.36225 -3.32360 4.10740
H 6.37625 -3.18308 2.68514
H 6.26425 -2.07893 0.47754
H 4.12029 -1.09842 -0.30264
H -4.09928 -0.00854 2.69232
H -5.76589 1.17990 1.30984
H -5.10834 1.96797 -0.98046
H -2.81720 1.48233 -1.79251
Cl -3.16359 -1.15837 -3.01109
Si -1.87780 -2.05878 -1.68637
Cl -2.98554 -2.80976 -0.13309
Cl -1.10608 -3.67482 -2.64578
I 2.09884 -2.17399 -2.68928
C 0.63686 -0.64602 -2.88475
H -0.04302 -0.98505 -3.66482
H 1.16287 0.25255 -3.18896
S 0.18291 2.02551 -1.37945
Sb 0.89952 2.75459 0.71164
C -0.72864 2.84642 2.03642
C -1.88443 3.41727 1.51199
C -2.97094 3.65328 2.34104
C -2.91173 3.30661 3.68310
C -1.76295 2.72954 4.20389
C -0.66410 2.50513 3.38565
C 2.65717 1.95881 1.51764
C 3.82494 2.25506 0.81590
C 5.04784 1.85778 1.33269
C 5.10386 1.15563 2.52961
C 3.93835 0.83865 3.20927
C 2.70592 1.23779 2.70644
C 1.39788 4.75314 0.33203
C 2.46740 5.35143 0.99111
C 2.75079 6.69040 0.75522
C 1.97104 7.42095 -0.12956
C 0.90427 6.82030 -0.78549
C 0.61429 5.48386 -0.55809
H -1.94296 3.68174 0.46213
H -3.86548 4.10764 1.93537
H -3.76101 3.49399 4.32709
H -1.71163 2.47121 5.25359
H 0.23405 2.09605 3.82115
H 3.78719 2.79995 -0.12065
H 5.95769 2.08875 0.79444
H 6.06064 0.83979 2.92420
H 3.98279 0.27411 4.13125
H 1.80754 0.96033 3.23509
H 3.07889 4.79024 1.68701
H 3.58230 7.16020 1.26355
H 2.19654 8.46335 -0.31164
H 0.30133 7.39073 -1.47947
H -0.20414 5.01448 -1.09150
```

Computed properties:
**Charge**: +1
**Relative energy (zero: lowest compared OMol25 entry of this formula, charge and spin)**: 0.0 kJ/mol
**2S+1**: 6
**⟨S²⟩**: 8.80
**Molar mass**: 1091.0 g/mol
**HOMO-LUMO gap (spin up / spin down)**: 6.372 / 5.920 eV

=====

[4]
ORCA calculation (ωB97M-V/def2-TZVPD) on a molecular structure, C26H41As2NO10PtSSi.

```
83
C26H41As2NO10PtSSi | the Open Molecules 2025 dataset | ωB97M-V/def2-TZVPD
Pt 10.36709 14.23562 12.32640
S 11.91622 15.80421 13.27360
C 12.59912 15.29809 11.65822
C 13.59021 15.95520 10.94847
C 14.16913 15.30451 9.84056
C 13.68247 14.05964 9.42132
C 12.56090 13.50842 10.08529
N 12.17512 14.09090 11.21060
H 14.02871 16.90531 11.32067
H 14.88500 15.86345 9.25434
H 14.19334 13.47148 8.65023
H 11.90897 12.74324 9.63541
C 8.44060 22.78516 9.83405
O 7.36484 22.03896 9.27291
C 6.97992 20.93389 10.10530
C 5.71912 20.39697 9.58043
O 5.31019 19.26651 10.38760
C 4.55397 19.55439 11.56094
H 8.24711 23.15502 10.83223
H 8.71412 23.67386 9.15927
H 9.35402 22.15960 9.82954
H 6.69197 21.32894 11.09971
H 7.81869 20.20450 10.12260
H 5.82251 20.15908 8.51313
H 4.82658 21.06837 9.66823
H 4.63101 20.62333 11.77270
H 4.92125 18.96843 12.39205
H 3.47656 19.25142 11.54090
C 6.17648 14.67817 7.67064
O 6.62714 13.62076 8.52652
C 7.25746 14.00256 9.66686
O 7.36794 15.18670 10.05559
C 7.76447 12.84857 10.42940
C 7.81913 11.52649 10.02992
As 6.26542 10.49376 10.95415
C 6.91369 8.78625 10.24622
C 6.97561 10.65782 12.88148
C 7.78587 11.67777 13.29402
As 8.16358 13.18421 12.22902
C 6.80114 14.46274 13.02276
C 8.61787 11.57875 14.44189
O 8.44149 12.48105 15.42523
O 9.51792 10.64895 14.58558
C 10.64054 10.62247 15.50596
C 6.43522 9.63514 13.84556
O 6.67295 9.56510 15.06480
O 5.53360 8.80316 13.09594
C 5.05905 7.70084 13.86703
C 8.15410 11.03037 8.69223
O 7.28407 10.53183 7.95179
O 9.44224 11.24286 8.25865
C 9.83922 10.58565 7.07850
H 6.75270 14.57478 6.72748
H 6.22941 15.66739 8.10726
H 5.14400 14.48680 7.49822
H 8.02270 8.81945 10.07784
H 6.41924 8.46362 9.30323
H 6.77072 7.98042 11.03547
H 7.23612 14.59039 14.08000
H 5.81868 14.02536 13.08750
H 6.87672 15.38881 12.47135
H 11.41512 10.12055 14.94651
H 10.27703 9.92386 16.29836
H 10.90886 11.61016 15.86618
H 5.57459 7.57641 14.81955
H 5.15749 6.77540 13.21073
H 3.95886 7.91700 14.07047
H 10.90501 10.37153 7.20864
H 9.65502 11.24336 6.19145
H 9.23838 9.71236 6.92537
C 7.34949 12.31660 16.46603
Si 9.60547 16.47660 12.80632
C 9.63620 17.73594 11.42773
C 9.02145 16.85635 14.51582
H 7.23737 13.30506 16.83884
H 7.80043 11.63506 17.23566
H 6.50360 11.80501 16.04363
H 10.61779 17.90918 10.95110
H 9.26695 18.67304 11.87621
H 8.87229 17.50490 10.65346
H 7.91379 16.81509 14.47134
H 9.35601 17.82829 14.96465
H 9.34327 15.94201 15.20545
```

Computed properties:
**Charge**: +2
**Relative energy (zero: lowest compared OMol25 entry of this formula, charge and spin)**: 152.8 kJ/mol
**2S+1**: 5
**⟨S²⟩**: 6.03
**Molar mass**: 932.7 g/mol
**HOMO-LUMO gap (spin up / spin down)**: 4.242 / 4.674 eV

=====

[5]
ORCA calculation (ωB97M-V/def2-TZVPD) on 5 unconnected molecules or ions with the total composition C30H49INO9P.

```
91
C30H49INO9P | the Open Molecules 2025 dataset | ωB97M-V/def2-TZVPD
N -3.24366 3.81303 1.26323
C -2.85931 2.69254 0.28865
C -4.12291 1.62657 0.03538
C -3.63795 0.10751 0.48235
C -2.40507 -0.47603 -0.48040
C -1.36774 -1.44289 0.40565
C -1.82429 -2.17817 1.81997
C -0.79760 -3.13596 2.72050
C 0.76914 -3.34225 2.20047
C 1.28221 -2.62374 0.81561
C 0.21616 -1.68850 -0.07121
C 0.82032 -0.97501 -1.45794
O 0.14102 -0.93722 -2.61267
C 2.36433 -0.35634 -1.28670
C 2.78987 1.10814 -1.92961
C 4.32468 1.61640 -1.65057
C 5.45163 0.75583 -0.76446
P 7.23027 1.43375 -0.42420
O 8.33787 0.35871 -0.76561
O 7.59457 2.91488 -1.26666
O 7.31001 1.71239 1.31471
C 4.94708 -0.71734 -0.15432
I 6.38341 -1.93120 1.03663
C 3.42846 -1.28550 -0.39577
C 2.84327 -2.72345 0.22372
O 3.54050 -3.86315 0.26565
H -2.96535 3.52620 2.24894
H -2.65855 4.65448 0.98191
H -1.91523 2.12374 0.74343
H -2.49458 3.13605 -0.73789
H -4.95115 1.94217 0.81079
H -4.54285 1.67919 -1.06487
H -3.31954 0.17981 1.60925
H -4.54046 -0.65438 0.34258
H -2.84029 -1.09033 -1.37639
H -1.76430 0.40701 -0.96271
H -2.92941 -2.01691 2.20745
H -1.11331 -3.66333 3.71680
H 1.56355 -3.99575 2.78373
H 1.95788 1.68565 -2.51689
H 4.68503 2.65194 -2.08661
H 8.10764 3.50926 -0.61465
H 6.39421 1.95774 1.67637
C 0.26349 -0.33008 7.21604
C -0.09960 -0.12469 5.75404
C 1.13728 -0.12861 4.86994
O -0.78140 1.11817 5.60685
H 0.91403 0.47532 7.57520
H -0.63526 -0.31264 7.84193
H 0.77580 -1.28568 7.36516
H -0.78572 -0.91506 5.43069
H 1.81881 0.68395 5.14589
H 0.86184 0.03256 3.82221
H 1.67570 -1.07811 4.94866
H -0.17973 1.82595 5.89178
C -3.25690 0.38075 -4.97030
C -4.57609 0.98029 -4.51013
C -5.51023 1.23077 -5.68323
O -4.32586 2.21010 -3.83472
H -2.73480 1.06007 -5.65354
H -2.58993 0.21735 -4.11692
H -3.41402 -0.57486 -5.48019
H -5.05724 0.30524 -3.79404
H -5.06805 1.94024 -6.39176
H -6.45069 1.67374 -5.33844
H -5.73494 0.30072 -6.21441
H -3.89854 2.81580 -4.46294
C 9.41515 -1.41231 -5.35601
C 9.20715 -2.54024 -4.35802
C 7.76206 -2.60696 -3.89027
O 10.05881 -2.33864 -3.23319
H 9.18156 -0.44149 -4.90454
H 10.46225 -1.36848 -5.67453
H 8.78511 -1.54677 -6.24079
H 9.49010 -3.49407 -4.81641
H 7.46984 -1.67851 -3.38682
H 7.62991 -3.41534 -3.16320
H 7.08253 -2.77728 -4.73102
H 9.81485 -1.49379 -2.81983
C -8.54625 -0.48065 2.27441
C -7.37458 0.32938 2.80592
C -7.81639 1.29438 3.89455
O -6.78344 1.06262 1.73628
H -9.30576 0.17320 1.83113
H -8.21561 -1.16200 1.48306
H -9.01321 -1.06874 3.07062
H -6.60915 -0.34686 3.20191
H -8.55002 2.01119 3.50873
H -6.96510 1.87926 4.25895
H -8.26136 0.75954 4.73929
H -7.45597 1.66574 1.37838
```

Computed properties:
**SMILES string**: NCCCCc1cccc2c1C(=O)c1ccc(P(=O)(O)O)c(I)c1C2=O.CC(C)O.CC(C)O.CC(C)O.CC(C)O
**Molar mass**: 725.6 g/mol
**HOMO-LUMO gap**: 7.025 eV

=====

| no. | F_max (eV/A) |
| --- | --- |
| 1 | 1.7 |
| 2 | 2.4 |
| 3 | 0.6 |
| 4 | 3.8 |
| 5 | 8.5 |